No. 1
Here is a single C20H17NO6 molecule from the Open Molecules 2025 dataset. Energies are from wB97M-V/def2-TZVPD.

Structure (XYZ):
```
44
Properties=species:S:1:pos:R:3
C 1.51 -1.14 -4.31
C 0.90 -1.32 -2.92
O 0.14 -0.17 -2.63
C -0.75 -0.23 -1.62
C -1.70 0.80 -1.61
C -2.75 0.79 -0.72
C -2.88 -0.26 0.18
C -1.93 -1.25 0.21
C -0.83 -1.25 -0.67
C 0.20 -2.26 -0.34
O -0.03 -3.23 0.33
N 1.54 -1.96 -0.67
C 2.51 -2.30 0.36
C 2.20 -1.60 1.68
O 2.51 -2.09 2.73
C 1.47 -0.31 1.55
C 1.79 0.62 0.56
C 1.05 1.79 0.46
C -0.01 2.03 1.32
C -0.34 1.08 2.30
C 0.42 -0.07 2.42
O -1.40 1.25 3.15
C -2.28 2.28 2.76
C -1.50 3.51 2.31
O -0.70 3.20 1.18
C 2.00 -1.47 -1.86
O 3.16 -1.20 -2.06
H 2.05 -2.04 -4.59
H 0.72 -0.95 -5.03
H 2.19 -0.30 -4.29
H 0.25 -2.21 -2.89
H -1.59 1.59 -2.34
H -3.47 1.59 -0.74
H -3.72 -0.30 0.86
H -1.99 -2.06 0.92
H 3.50 -1.99 -0.01
H 2.52 -3.38 0.53
H 2.63 0.47 -0.10
H 1.29 2.53 -0.28
H 0.17 -0.78 3.19
H -2.90 2.51 3.63
H -2.91 1.94 1.93
H -2.16 4.32 2.00
H -0.86 3.86 3.13
```

Kohn-Sham gap: 8.478 eV
energy relative to the best compared isomer or geometry (same formula, charge and spin): 0.0 kcal/mol
max |F|: 0.669 eV/A
total energy: -1278.54822 Ha
SMILES: C[C@@H]1Oc2ccccc2C(=O)N(CC(=O)c2ccc3c(c2)OCCO3)C1=O

=====

No. 2
Here is 3 unconnected molecules or ions with the total composition C20H17O8PS from the Open Molecules 2025 dataset. Energies are from wB97M-V/def2-TZVPD.

Structure (XYZ):
```
47
Properties=species:S:1:pos:R:3
O -0.89 -0.90 3.09
C -1.84 -0.83 2.37
C -3.18 -0.37 2.84
C -3.62 -0.69 4.12
C -4.90 -0.29 4.50
C -5.70 0.43 3.61
C -5.24 0.78 2.34
C -3.98 0.37 1.95
C -3.40 0.68 0.62
O -3.55 1.73 0.07
C -2.58 -0.43 0.05
C -2.61 -0.73 -1.31
C -1.85 -1.80 -1.78
P -1.89 -2.20 -3.54
S -0.16 -2.28 -4.40
C -1.05 -2.54 -0.92
C -1.02 -2.23 0.44
C -1.80 -1.18 0.92
H -2.96 -1.24 4.77
H -5.26 -0.54 5.48
H -6.69 0.72 3.92
H -5.87 1.34 1.67
H -3.21 -0.13 -1.98
H -2.81 -1.29 -4.08
H -2.57 -3.43 -3.60
H -0.43 -3.35 -1.27
H -0.41 -2.78 1.13
O 2.68 -3.93 -2.20
C 2.92 -2.80 -1.93
O 4.17 -2.26 -1.95
C 4.04 -0.84 -1.78
C 2.71 -0.72 -1.07
O 2.01 -1.88 -1.55
H 4.87 -0.46 -1.20
H 4.04 -0.37 -2.76
H 2.80 -0.78 0.01
H 2.17 0.19 -1.33
O 2.44 2.30 -0.81
C 3.44 2.93 -0.68
O 3.52 4.16 -0.15
C 4.90 4.49 0.05
C 5.59 3.59 -0.96
O 4.67 2.49 -1.05
H 5.06 5.55 -0.14
H 5.17 4.25 1.08
H 5.68 4.05 -1.94
H 6.56 3.24 -0.63
```

Kohn-Sham gap: 7.784 eV
max |F|: 0.848 eV/A
total energy: -2113.82702 Ha
SMILES: O=C1c2ccccc2C(=O)c2cc([PH2]=S)ccc21.O=C1OCCO1.O=C1OCCO1

=====

No. 3
Here is a molecular structure, C20H18BFIrN7 in a non-equilibrium geometry from the Open Molecules 2025 dataset. Energies are from wB97M-V/def2-TZVPD.

Structure (XYZ):
```
48
Properties=species:S:1:pos:R:3
Ir -0.05 -0.64 -0.27
C -0.74 3.06 1.78
C -0.51 2.31 0.62
N -0.38 1.03 0.92
N -0.52 0.91 2.26
C -0.73 2.12 2.79
B -0.40 -0.46 2.97
N -1.37 -1.44 2.31
C -2.22 -2.33 2.87
C -2.77 -3.10 1.86
C -2.19 -2.61 0.68
N -1.36 -1.62 0.98
N 1.06 -0.94 2.78
C 2.01 -1.09 3.71
C 3.23 -1.21 3.06
C 2.90 -1.10 1.71
N 1.60 -0.94 1.54
H -0.89 4.12 1.86
H -0.45 2.64 -0.41
H -0.88 2.23 3.85
H -0.64 -0.34 4.14
H -2.35 -2.35 3.93
H -3.48 -3.90 1.96
H -2.29 -2.91 -0.34
H 1.76 -1.09 4.75
H 4.20 -1.35 3.51
H 3.58 -1.12 0.87
C 3.50 -0.28 -2.63
C 3.14 0.63 -3.62
C 1.85 1.12 -3.64
C 0.96 0.74 -2.64
N 1.37 -0.04 -1.62
C 2.58 -0.60 -1.66
C -0.48 0.97 -2.62
C -1.16 1.79 -3.53
C -2.53 1.88 -3.48
C -3.23 1.16 -2.53
C -2.56 0.35 -1.62
C -1.17 0.25 -1.63
H 4.47 -0.75 -2.62
H 3.84 0.91 -4.39
H 1.51 1.77 -4.43
H 2.77 -1.33 -0.89
H -0.60 2.34 -4.28
H -3.06 2.51 -4.19
H -4.32 1.22 -2.49
H -3.13 -0.19 -0.87
F 0.14 -2.33 -1.32
```

Kohn-Sham gap: 7.930 eV
energy relative to the best compared isomer or geometry (same formula, charge and spin): 7.5 kcal/mol
max |F|: 1.034 eV/A
total energy: -1385.43097 Ha

=====

No. 4
Here is a molecular structure, C20H18CdF6N4O4S2Sb in a non-equilibrium geometry from the Open Molecules 2025 dataset. Energies are from wB97M-V/def2-TZVPD.

Structure (XYZ):
```
56
Properties=species:S:1:pos:R:3
Cd -0.27 0.37 -0.56
C -0.70 -1.12 -3.43
C 0.07 -1.95 -2.45
C 0.86 -3.03 -2.82
C 1.56 -3.71 -1.84
C 1.42 -3.34 -0.52
C 0.59 -2.27 -0.21
N -0.04 -1.58 -1.17
Sb 0.36 -1.73 1.93
C -1.82 -1.76 1.67
C -2.71 -2.47 2.47
C -4.07 -2.35 2.22
C -4.48 -1.52 1.19
C -3.53 -0.83 0.45
C -3.93 0.13 -0.63
N -2.22 -0.96 0.68
C 0.20 0.50 2.11
C 1.35 1.95 3.71
C 1.00 3.16 3.32
C 0.10 3.54 2.23
C -0.53 2.72 1.38
C -1.42 3.23 0.30
N -0.44 1.28 1.35
H -0.46 -1.38 -4.46
H -1.77 -1.28 -3.27
H -0.48 -0.05 -3.29
H 0.94 -3.31 -3.86
H 2.22 -4.52 -2.12
H 1.95 -3.86 0.27
H -2.34 -3.09 3.28
H -4.79 -2.88 2.82
H -5.53 -1.40 0.97
H -5.00 0.07 -0.82
H -3.69 1.14 -0.32
H -3.39 -0.08 -1.56
H 2.02 1.78 4.54
H 1.41 3.99 3.88
H -0.07 4.60 2.13
H -1.45 4.32 0.29
H -1.04 2.90 -0.68
H -2.43 2.84 0.42
F 3.50 -0.83 1.85
C 4.04 0.23 1.20
F 4.66 -0.23 0.12
F 4.91 0.80 2.02
S 2.52 1.28 0.71
O 1.76 0.10 0.23
O 0.97 0.70 3.17
N 3.11 2.05 -0.56
S 2.29 2.07 -1.88
O 2.61 3.15 -2.72
O 0.84 1.83 -1.70
C 2.78 0.51 -2.83
F 4.06 0.40 -3.12
F 2.07 0.48 -3.96
F 2.42 -0.57 -2.12
```

net charge: +1
Kohn-Sham gap: 8.000 eV
energy relative to the best compared isomer or geometry (same formula, charge and spin): 47.3 kcal/mol
max |F|: 2.093 eV/A
total energy: -3096.13881 Ha

=====

| no. | E_HOMO (eV) |
| --- | --- |
| 1 | -8.6 |
| 2 | -8.5 |
| 3 | -7.7 |
| 4 | -11.4 |